## a
{
  "formula": "C11H15N",
  "method": "ωB97M-V/def2-TZVPD",
  "species": ["C", "C", "H", "H", "H", "H", "H", "H", "C", "C", "C", "C", "C", "C", "C", "C", "C", "N", "H", "H", "H", "H", "H", "H", "H", "H", "H"],
  "coordinates": [[2.684, -2.724, 0.216], [1.473, -3.111, -0.628], [2.810, -1.651, 0.242], [2.529, -3.078, 1.235], [3.606, -3.133, -0.192], [0.515, -2.911, -0.140], [1.392, -2.593, -1.589], [1.544, -4.171, -0.875], [-1.114, 3.184, -1.793], [-0.146, 0.788, 0.849], [-1.113, 1.278, -0.048], [-0.484, 2.282, -0.809], [0.853, 2.371, -0.342], [-0.396, -0.215, 1.759], [-1.691, -0.712, 1.753], [-2.692, -0.347, 0.813], [-2.398, 0.688, -0.041], [1.067, 1.451, 0.593], [0.404, -0.658, 2.340], [-2.035, -1.413, 2.502], [1.932, 1.238, 1.075], [-3.517, -1.030, 0.696], [1.681, 2.963, -0.711], [-3.175, 1.198, -0.607], [-1.049, 4.232, -1.498], [-2.135, 2.949, -2.078], [-0.542, 3.126, -2.721]],
  "spin_multiplicity": 2,
  "homo_ev": [-12.9627, -13.4848],
  "lumo_energy_ev": [-3.689, -6.887],
  "total_charge": 1
}


## b
{
  "formula": "C11H15N",
  "method": "ωB97M-V/def2-TZVPD",
  "species": ["C", "C", "C", "C", "C", "C", "C", "C", "C", "N", "H", "H", "H", "H", "H", "H", "H", "H", "H", "C", "C", "H", "H", "H", "H", "H", "H"],
  "coordinates": [[2.332, -0.256, -1.913], [0.582, 1.147, 1.050], [1.359, 0.132, 0.463], [1.611, 0.517, -0.890], [0.984, 1.773, -1.054], [0.108, 1.056, 2.319], [0.407, -0.127, 3.031], [1.805, -0.937, 1.239], [1.251, -1.085, 2.512], [0.356, 2.119, 0.058], [0.066, 3.073, 0.218], [-0.304, 1.915, 2.838], [0.936, 2.402, -1.921], [0.081, -0.231, 4.058], [2.448, -1.681, 0.787], [3.084, -0.912, -1.480], [2.845, 0.373, -2.649], [1.378, -2.044, 3.016], [1.660, -0.950, -2.426], [-3.365, -0.999, -1.716], [-2.430, -0.573, -0.578], [-2.952, -0.662, -2.658], [-3.376, -2.087, -1.771], [-4.375, -0.673, -1.503], [-2.943, -0.660, 0.376], [-2.097, 0.451, -0.785], [-1.451, -1.082, -0.620]],
  "spin_multiplicity": 2,
  "homo_ev": [-13.0111, -13.5621],
  "lumo_energy_ev": [-3.722, -6.938],
  "total_charge": 1
}


What is the stability order? It is b, a, from most stable to least stable.